DFT (wB97M-V/def2-TZVPD) results for 12 unconnected molecules or ions with the total composition C54H129N3O12 at a distorted geometry.

Each line ends with the Mulliken charge.
Atoms and positions in Å:
C: 5.075 1.018 -1.250  -1.80
C: 5.056 2.410 -0.532  1.99
C: 4.367 2.166 0.867  -0.98
C: 6.503 2.895 -0.355  -1.45
C: 6.722 4.354 -0.065  -0.76
C: 5.877 5.235 -0.987  -1.38
C: 4.420 4.849 -1.120  1.68
C: 3.589 5.312 0.105  -1.45
C: 3.871 5.623 -2.341  -1.87
N: 4.321 3.376 -1.357  0.09
O: 3.163 2.914 -1.789  0.09
H: 5.488 1.057 -2.258  0.47
H: 5.622 0.303 -0.635  0.47
H: 4.043 0.700 -1.397  -0.13
H: 4.491 2.992 1.567  0.64
H: 3.320 1.870 0.797  -0.73
H: 4.810 1.275 1.314  0.43
H: 6.893 2.249 0.432  0.46
H: 7.169 2.612 -1.171  0.43
H: 6.338 4.456 0.950  0.30
H: 7.769 4.635 0.043  0.42
H: 6.256 5.310 -2.006  0.46
H: 5.951 6.269 -0.651  0.41
H: 3.403 6.385 0.063  0.56
H: 4.089 4.996 1.020  0.28
H: 2.618 4.817 0.087  0.05
H: 4.403 5.438 -3.275  0.44
H: 3.904 6.695 -2.146  0.47
H: 2.814 5.428 -2.520  0.14
H: 3.299 2.675 -2.709  0.25
C: 3.051 -5.129 -5.712  -1.87
C: 2.105 -4.098 -5.031  2.07
C: 0.682 -4.326 -5.492  -1.99
C: 2.060 -4.402 -3.487  -0.90
C: 3.347 -3.961 -2.728  -1.25
C: 3.679 -2.510 -3.040  -0.55
C: 3.833 -2.087 -4.582  2.29
C: 3.859 -0.519 -4.573  -1.65
C: 5.201 -2.590 -5.147  -1.82
N: 2.593 -2.668 -5.339  0.99
O: 2.675 -2.342 -6.698  -0.64
H: 2.544 -6.078 -5.884  0.53
H: 3.319 -4.850 -6.731  0.33
H: 3.923 -5.392 -5.114  0.34
H: -0.066 -3.646 -5.083  0.00
H: 0.593 -4.159 -6.566  0.49
H: 0.220 -5.291 -5.285  0.47
H: 1.275 -3.770 -3.070  -0.28
H: 1.990 -5.483 -3.362  0.56
H: 3.325 -4.195 -1.664  0.43
H: 4.185 -4.559 -3.086  0.55
H: 4.577 -2.351 -2.444  0.60
H: 3.082 -1.850 -2.410  -0.52
H: 3.899 -0.070 -5.565  0.37
H: 4.795 -0.152 -4.152  0.40
H: 3.182 -0.036 -3.867  0.05
H: 6.042 -2.175 -4.591  0.41
H: 5.313 -2.449 -6.222  0.41
H: 5.269 -3.678 -5.132  0.33
H: 3.253 -3.062 -6.964  0.28
C: -2.919 -3.292 7.279  -1.52
C: -3.847 -2.550 6.253  1.17
C: -5.426 -2.840 6.539  -1.53
C: -3.571 -1.066 6.380  -0.91
C: -4.106 -0.157 5.233  -1.10
C: -3.382 -0.630 3.966  -0.71
C: -3.594 -2.172 3.660  3.04
C: -4.960 -2.326 3.145  -1.99
C: -2.564 -2.577 2.596  -1.73
N: -3.437 -3.012 4.879  0.39
O: -3.536 -4.387 4.629  -0.45
H: -2.979 -4.374 7.160  0.38
H: -1.919 -2.981 6.977  0.24
H: -3.127 -3.003 8.309  0.38
H: -5.760 -3.769 6.076  0.26
H: -5.707 -2.808 7.592  0.45
H: -6.040 -2.034 6.138  0.34
H: -3.983 -0.813 7.357  0.54
H: -2.504 -0.848 6.414  0.12
H: -5.183 -0.182 5.065  0.39
H: -3.952 0.912 5.381  0.46
H: -2.326 -0.404 4.118  -0.07
H: -3.644 0.036 3.143  0.08
H: -5.275 -1.607 2.389  0.05
H: -5.786 -2.227 3.849  0.27
H: -5.150 -3.306 2.706  0.57
H: -2.644 -3.610 2.255  0.60
H: -1.597 -2.568 3.099  0.12
H: -2.476 -1.852 1.787  -0.16
H: -4.490 -4.478 4.566  0.38
C: -0.469 5.488 -0.771  -1.19
C: -1.367 4.686 -1.691  0.81
C: -0.532 3.701 -2.541  -1.26
O: -2.237 4.001 -0.856  -0.28
H: 0.148 6.246 -1.253  0.58
H: 0.303 4.878 -0.302  -0.19
H: -1.043 6.118 -0.091  0.40
H: -2.031 5.249 -2.347  0.32
H: -1.115 3.043 -3.186  0.34
H: -0.161 2.961 -1.832  -0.17
H: 0.347 4.174 -2.978  0.43
H: -2.516 3.227 -1.351  -0.11
C: 0.351 -1.255 5.506  -1.36
C: 1.247 -1.329 4.206  2.27
C: 2.095 -0.098 4.165  -1.87
O: 1.968 -2.551 4.152  -0.66
H: 0.966 -1.274 6.405  0.42
H: -0.417 -2.024 5.593  0.23
H: -0.163 -0.294 5.500  0.18
H: 0.582 -1.344 3.342  -0.66
H: 2.736 0.006 3.290  0.41
H: 2.927 -0.159 4.867  0.49
H: 1.557 0.829 4.366  0.17
H: 1.341 -3.258 4.321  0.36
C: -1.748 -0.091 -5.179  -0.94
C: -0.264 -0.409 -5.472  0.55
C: 0.497 0.950 -5.845  -1.26
O: 0.372 -0.963 -4.290  -0.50
H: -1.830 0.634 -4.370  -0.08
H: -2.285 -1.001 -4.909  0.15
H: -2.196 0.390 -6.049  0.49
H: -0.102 -1.127 -6.275  0.43
H: 0.407 1.581 -4.961  0.12
H: -0.209 1.533 -6.436  0.47
H: 1.493 0.800 -6.262  0.21
H: 1.136 -1.447 -4.613  -0.56
C: -3.902 0.391 0.181  -0.17
C: -4.402 0.966 -1.112  0.60
C: -5.232 2.270 -0.887  -1.32
O: -3.205 1.471 -1.810  -0.75
H: -3.439 1.155 0.805  -0.35
H: -3.321 -0.520 0.040  -0.33
H: -4.721 0.090 0.834  0.47
H: -5.024 0.223 -1.611  0.40
H: -4.937 2.764 0.039  -0.08
H: -6.300 2.096 -0.760  0.53
H: -5.152 2.966 -1.722  0.36
H: -2.594 0.733 -1.871  0.05
C: 1.834 -4.426 0.996  -0.30
C: 0.432 -4.980 1.046  2.16
C: 0.077 -5.808 -0.165  -1.24
O: 0.382 -5.886 2.121  -0.68
H: 1.930 -3.690 1.794  -0.05
H: 2.052 -3.814 0.121  -0.44
H: 2.554 -5.232 1.142  0.49
H: -0.337 -4.241 1.271  -0.87
H: -0.995 -6.004 -0.199  0.38
H: 0.642 -6.722 -0.343  0.39
H: 0.129 -5.067 -0.962  0.02
H: 0.343 -5.383 2.938  0.35
C: -3.729 -3.933 -3.758  -0.84
C: -3.794 -4.541 -2.370  0.14
C: -3.173 -3.640 -1.301  -0.42
O: -5.116 -4.885 -1.969  -0.58
H: -4.134 -4.493 -4.601  0.40
H: -2.681 -3.759 -4.006  -0.11
H: -4.141 -2.924 -3.728  0.27
H: -3.270 -5.495 -2.429  0.37
H: -2.118 -3.389 -1.415  -0.02
H: -3.227 -3.965 -0.262  0.26
H: -3.578 -2.628 -1.283  0.15
H: -5.626 -4.081 -2.094  0.36
C: -0.009 4.849 4.347  -1.56
C: 0.562 3.988 3.203  1.42
C: 2.046 3.598 3.410  -1.07
O: -0.220 2.870 3.065  0.43
H: -0.818 5.485 3.987  0.24
H: 0.720 5.542 4.765  0.42
H: -0.186 4.184 5.192  0.24
H: 0.461 4.624 2.324  -0.39
H: 2.656 4.500 3.370  0.52
H: 2.478 2.970 2.632  -0.22
H: 2.229 3.047 4.333  0.42
H: -1.062 3.202 2.744  -0.28
C: -4.706 5.264 1.426  -1.46
C: -3.471 5.041 2.305  0.82
C: -3.764 4.506 3.706  -1.42
O: -2.691 3.933 1.852  0.41
H: -5.466 5.920 1.850  0.44
H: -5.355 4.388 1.414  0.28
H: -4.374 5.574 0.435  0.26
H: -2.870 5.947 2.389  0.31
H: -4.377 5.147 4.339  0.49
H: -2.922 4.176 4.315  0.21
H: -4.374 3.616 3.549  0.28
H: -2.513 4.042 0.915  -0.40
C: 0.056 1.061 0.228  0.28
C: 0.482 -0.013 -0.845  1.74
C: 0.285 -1.425 -0.158  0.51
O: -0.455 0.006 -1.897  1.41
H: -0.687 1.794 -0.085  -0.61
H: 0.961 1.622 0.462  -0.71
H: -0.345 0.737 1.188  0.15
H: 1.452 0.218 -1.285  -0.28
H: 0.701 -1.504 0.846  -0.05
H: 0.778 -2.193 -0.754  -0.66
H: -0.792 -1.474 0.003  -0.40
H: 0.011 -0.244 -2.698  -0.62

## Properties
- LUMO energy: 0.487 eV
- ΔE to the lowest compared entry with this formula, charge and spin: 407.9 kJ/mol